Arrangement one

Density functional theory data (ωB97M-V with the def2-TZVPD basis set) for 2 unconnected molecules or ions with the total composition C5H8O3.

Positions of all 16 atoms, in Å:
C1 -0.4619 0.2040 1.6561
C2 -0.4655 -0.8071 0.4386
C3 -1.0032 -0.9705 -0.8737
C4 0.6569 0.8348 -1.6772
C5 -0.1848 0.7184 0.3210
H1 1.4820 1.0628 2.4609
H2 -1.4243 0.5114 1.9465
H3 0.2974 -1.5485 0.7737
H4 -1.8125 -0.3379 -0.9612
H5 -1.1301 -1.9141 -1.0549
H6 -0.1962 1.3626 -2.1952
H7 1.6017 0.7675 -2.3217
H8 -1.2312 1.0001 -0.2050
O1 0.4917 -0.5441 2.5789
O2 -0.0447 -0.4914 -1.9511
O3 0.9484 0.9378 -0.3318

Results
- LUMO level: -2.44 eV
- Charge: 0
- HOMO-LUMO gap: 5.981 eV

Mulliken atomic charge list, values in e, 4 entries: C -0.139; C -0.061; C -1.036; C -0.200

Arrangement two

Density functional theory data (ωB97M-V with the def2-TZVPD basis set) for a molecular structure, C5H8O3.

Positions of all 16 atoms, in Å:
C1 -0.2620 -0.0415 0.2111
C2 -0.0835 -0.1561 1.7169
C3 -0.5668 1.3953 -0.1926
C4 1.4943 -0.6965 -0.3589
C5 0.8461 -0.7470 -1.6499
O1 -1.1996 -0.9738 -0.1583
O2 2.3779 -1.0797 0.3155
O3 0.4167 -1.8614 -2.0585
H1 -1.6834 -0.7169 -0.9995
H2 0.8354 0.1624 -2.2635
H3 0.7865 0.3839 2.0983
H4 -0.9614 0.2519 2.2297
H5 0.0006 -1.2042 2.0137
H6 -0.8337 1.4653 -1.2500
H7 -1.4490 1.7630 0.3421
H8 0.2820 2.0552 0.0039

Results
- LUMO level: 0.20 eV
- Charge: 0
- HOMO-LUMO gap: 8.742 eV

Mulliken atomic charge list, values in e, 4 entries: C 0.862; C -1.495; C -1.445; C 0.653

Arrangement three

Density functional theory data (ωB97M-V with the def2-TZVPD basis set) for C5H8O3 in the gas phase.

Positions of all 16 atoms, in Å:
C1 1.6207 0.6203 0.2508
C2 0.7670 -0.3296 -0.7647
C3 0.0225 -1.3234 0.0898
C4 -1.2462 -0.7954 0.8873
C5 -1.9578 0.2071 0.0270
H1 0.3035 1.4090 1.2737
H2 2.6178 0.1187 0.4450
H3 1.6314 1.7479 -0.0894
H4 0.6824 -1.8932 0.8030
H5 -0.4228 -2.0299 -0.6765
H6 -2.0738 -1.4512 1.1140
H7 -0.9449 -0.0862 1.6924
H8 -3.0954 -0.0296 -0.2566
O1 1.0274 0.6575 1.5168
O2 0.9240 -0.3958 -1.9841
O3 -1.1933 1.2308 -0.4386

Results
- SMILES: O=CCCC(=O)CO
- LUMO level: -0.29 eV
- Charge: 0
- HOMO-LUMO gap: 9.000 eV

Mulliken atomic charge list, values in e, 4 entries: C -0.529; C 0.679; C -0.567; C -0.490

Arrangement four

Density functional theory data (ωB97M-V with the def2-TZVPD basis set) for a molecular structure, C5H8O3.

Positions of all 16 atoms, in Å:
C1 0.3318 0.7989 0.5468
C2 -0.6188 0.2273 -0.8433
C3 0.1498 -2.0363 0.0999
C4 0.4421 -0.7373 -0.5983
C5 -1.0190 1.8441 0.6544
O1 1.4126 1.4952 0.2930
O2 1.6523 -0.5603 -1.1223
O3 -1.9505 1.6754 1.3920
H1 2.0037 0.5281 -0.5689
H2 0.2098 0.2609 1.4886
H3 -0.4521 0.8830 -1.6952
H4 -1.6350 -0.0908 -0.6283
H5 -0.7529 2.7980 0.1621
H6 1.0304 -2.3714 0.6502
H7 -0.6747 -1.9235 0.8074
H8 -0.1295 -2.7913 -0.6381

Results
- LUMO level: 0.21 eV
- Charge: 0
- HOMO-LUMO gap: 9.419 eV

Mulliken atomic charge list, values in e, 4 entries: C 0.162; C -0.743; C -1.295; C 0.904

Best to worst by energy: arrangement two, arrangement three, arrangement four, arrangement one.

Arrangement one

Density functional theory data (ωB97M-V with the def2-TZVPD basis set) for 2 unconnected molecules or ions with the total composition C2H3NO2.

Positions of all 8 atoms, in Å:
O1 2.0483 -0.7183 -1.9386
C1 0.9358 -0.5065 -1.8753
N1 0.4967 0.0009 0.8341
C2 -0.7434 0.2545 0.8915
O2 -1.5232 0.2267 -0.1922
H1 -0.9359 -0.0039 -0.9390
H2 0.9315 0.0889 1.7464
H3 -1.3150 0.5199 1.7857

Results
- LUMO level: 1.03 eV
- Charge: 0
- HOMO-LUMO gap: 11.564 eV

Mulliken atomic charge list, values in e, 4 entries: O -0.100; C 0.035; N -0.543; C 0.194

Arrangement two

Density functional theory data (ωB97M-V with the def2-TZVPD basis set) for 2 unconnected molecules or ions with the total composition C2H3NO2.

Positions of all 8 atoms, in Å:
C1 1.1816 0.8654 0.2516
C2 1.1771 -0.5743 0.3232
N1 1.0016 1.9518 -0.0738
O1 -1.5468 0.0862 -0.1770
O2 1.9325 -1.3540 -0.1479
H1 0.2807 -1.0166 0.7995
H2 -2.2957 -0.4283 0.1249
H3 -1.7311 0.4698 -1.1004

Results
- SMILES: N#CC=O.O
- LUMO level: -0.27 eV
- Charge: 0
- HOMO-LUMO gap: 10.708 eV

Mulliken atomic charge list, values in e, 4 entries: C 0.328; C 0.116; N -0.330; O -0.622

Best to worst by energy: arrangement one, arrangement two.

Arrangement one

Density functional theory data (ωB97M-V with the def2-TZVPD basis set) for C2H3NO2 in the gas phase.

Positions of all 8 atoms, in Å:
C1 -0.5805 -0.0729 -0.0984
C2 1.7653 0.6091 0.0853
N1 -1.7449 0.2229 0.1636
O1 2.1637 -0.4804 -0.0095
O2 0.3067 0.9736 -0.0717
H1 -0.1922 -1.0670 -0.6367
H2 2.3374 1.5756 0.5237
H3 -2.4390 -0.6219 0.2350

Results
- SMILES: [H]/N=C/OC=O
- LUMO level: 0.86 eV
- Charge: 0
- HOMO-LUMO gap: 11.198 eV

Mulliken atomic charge list, values in e, 4 entries: C 0.232; C 0.215; N -0.532; O -0.361

Arrangement two

Density functional theory data (ωB97M-V with the def2-TZVPD basis set) for 2 unconnected molecules or ions with the total composition C2H3NO2.

Positions of all 8 atoms, in Å:
C1 0.8912 0.3077 0.1501
C2 -0.7971 -0.3568 -1.2445
N1 0.3905 -0.5749 -0.6424
O1 -1.3786 -1.3034 -2.0159
O2 -1.0466 0.0049 -2.5522
H1 1.8728 0.3531 0.5969
H2 0.2429 1.2375 0.2618
H3 -1.8504 0.7371 -0.4202

Results
- LUMO level: -0.47 eV
- Charge: 0
- HOMO-LUMO gap: 9.632 eV

Mulliken atomic charge list, values in e, 4 entries: C -0.105; C 0.298; N -0.324; O -0.204

Arrangement three

Density functional theory data (ωB97M-V with the def2-TZVPD basis set) for a molecular structure, C2H3NO2.

Positions of all 8 atoms, in Å:
N1 0.8186 -0.7399 -0.7164
C1 -0.2287 -0.1914 -0.1843
O1 -1.2815 -0.7174 -0.6923
C2 -0.2793 0.8918 0.8633
O2 0.7282 1.3878 1.2992
H1 -0.2561 -1.3155 -1.2742
H2 1.7745 -0.4934 -0.4882
H3 -1.2935 1.1822 1.1882

Results
- LUMO level: -0.60 eV
- Charge: 0
- HOMO-LUMO gap: 9.884 eV

Mulliken atomic charge list, values in e, 4 entries: N -0.524; C 0.474; O -0.626; C 0.009

Arrangement four

Density functional theory data (ωB97M-V with the def2-TZVPD basis set) for C2H3NO2 in the gas phase.

Positions of all 8 atoms, in Å:
C1 -0.0411 0.5932 0.0370
C2 -1.3760 0.0150 -0.1236
H1 2.5585 -0.9204 -0.1894
H2 -0.3096 1.6516 0.0101
H3 -2.2435 0.6235 -0.1378
N1 1.2791 0.3158 0.2691
O1 1.6091 -1.0389 -0.0635
O2 -1.4764 -1.2397 0.1981

Results
- SMILES: O=C/C=N\O
- LUMO level: -1.15 eV
- Charge: 0
- HOMO-LUMO gap: 9.146 eV

Mulliken atomic charge list, values in e, 4 entries: C 0.096; C 0.043; H 0.367; H 0.259

Best to worst by energy: arrangement one, arrangement three, arrangement four, arrangement two.

Arrangement one

Density functional theory data (ωB97M-V with the def2-TZVPD basis set) for 5 unconnected molecules or ions with the total composition CH14NO4.

Positions of all 20 atoms, in Å:
C1 -1.3093 1.7731 -0.1808
N1 -0.4293 0.5641 -0.1356
H1 -1.8304 1.7657 0.7785
H2 -0.7126 2.6826 -0.1653
H3 -2.0444 1.7725 -0.9822
H4 -1.0899 -0.2018 -0.0303
H5 0.2792 0.6992 0.5935
H6 0.0966 0.4641 -1.0091
H7 3.0942 0.5457 -1.3790
H8 2.9357 -0.8580 -1.8508
O1 2.4354 -0.1612 -1.4082
H9 -2.5350 -1.1173 2.3071
H10 -1.7241 -1.9794 1.4031
O2 -1.6842 -1.1061 1.8443
H11 -1.1576 -2.6630 -2.0721
H12 0.1400 -1.9817 -2.2614
O3 -0.5826 -2.0338 -1.6161
H13 2.3672 -0.0437 1.7282
H14 2.0188 1.1988 2.5991
O4 1.7325 0.6803 1.8371

Results
- LUMO level: -2.81 eV
- Charge: +1
- HOMO-LUMO gap: 12.559 eV

Mulliken atomic charge list, values in e, 4 entries: C -0.880; N -0.011; H 0.352; H 0.350

Arrangement two

Density functional theory data (ωB97M-V with the def2-TZVPD basis set) for 5 unconnected molecules or ions with the total composition CH14NO4.

Positions of all 20 atoms, in Å:
C1 -0.0139 -0.7131 -0.6751
N1 0.2321 0.3809 0.3283
H1 0.8331 -0.6721 -1.3571
H2 -0.2724 -1.6371 -0.1799
H3 -0.8430 -0.3781 -1.2968
H4 0.0990 1.2069 -0.2796
H5 1.2228 0.5346 0.5401
H6 -0.4928 0.6308 0.9736
H7 -1.6196 -2.3052 -2.7853
H8 -2.9831 -2.8518 -2.3135
O1 -2.1339 -2.5651 -1.9864
H9 2.8343 2.6331 0.6104
H10 3.0494 2.0273 2.0386
O2 2.9052 1.8276 1.1258
H11 1.3066 -2.5898 2.5003
H12 0.5019 -1.8142 3.5067
O3 0.6951 -1.8363 2.5584
H13 -1.4015 2.8577 -1.7551
H14 -2.3701 2.8680 -0.6417
O4 -1.5490 2.3959 -0.9117

Results
- LUMO level: -2.97 eV
- Charge: +1
- HOMO-LUMO gap: 11.550 eV

Mulliken atomic charge list, values in e, 4 entries: C -0.853; N -0.215; H 0.364; H 0.330

Arrangement three

Density functional theory data (ωB97M-V with the def2-TZVPD basis set) for 5 unconnected molecules or ions with the total composition CH14NO4.

Positions of all 20 atoms, in Å:
C1 -1.4187 1.9299 -1.5693
N1 -0.3133 1.1694 -0.9667
H1 -1.1446 2.2323 -2.5669
H2 -1.4820 2.9184 -0.9682
H3 -2.3285 1.3410 -1.6602
H4 -0.1507 0.2272 -1.5183
H5 0.5784 1.5585 -1.0492
H6 -0.4350 0.9951 0.0809
H7 2.0745 -3.6992 -1.0936
H8 0.6141 -4.4764 -0.8406
O1 1.0481 -3.6868 -1.2979
H9 0.4441 2.6015 3.8722
H10 -0.3031 1.5546 4.5910
O2 -0.1624 1.8970 3.6906
H11 -0.2241 0.8076 2.2011
H12 1.1442 0.0046 2.0371
O3 0.2339 0.0849 1.7093
H13 0.4452 -2.0990 -1.7799
H14 0.7552 -1.0696 -2.7118
O4 0.2201 -1.1278 -1.9034

Results
- LUMO level: -2.77 eV
- Charge: +1
- HOMO-LUMO gap: 12.127 eV

Mulliken atomic charge list, values in e, 4 entries: C -0.786; N -0.244; H 0.361; H 0.328

Best to worst by energy: arrangement one, arrangement three, arrangement two.

Arrangement one

Density functional theory data (ωB97M-V with the def2-TZVPD basis set) for a molecular structure, C2H5N2.

Positions of all 9 atoms, in Å:
C1 -0.3562 0.9444 -0.3143
C2 0.2488 -0.8198 0.2622
N1 -0.0817 -0.1627 -0.9863
N2 -0.1252 0.4390 0.8840
H1 -0.6527 1.9285 -0.6343
H2 -0.3106 -1.7105 0.5328
H3 1.4339 -0.9818 0.3801
H4 0.0098 -0.4097 -1.9584
H5 -0.1659 0.7726 1.8343

Results
- LUMO level: -4.18 eV
- Charge: +1
- HOMO-LUMO gap: 12.095 eV

Mulliken atomic charge list, values in e, 4 entries: C 0.105; C -0.201; N -0.155; N -0.153

Arrangement two

Density functional theory data (ωB97M-V with the def2-TZVPD basis set) for a molecular structure, C2H5N2.

Positions of all 9 atoms, in Å:
C1 1.2983 0.2031 0.0336
C2 -0.5500 -0.2969 -0.1678
N1 0.6771 -0.9808 -0.0067
N2 0.1742 0.9172 -0.0644
H1 2.3340 0.4847 0.0622
H2 -1.2220 -0.5090 -0.9822
H3 -2.0319 -0.3861 1.1221
H4 0.9818 -1.9396 -0.0614
H5 -0.0653 1.8942 -0.0517

Results
- LUMO level (spin up / spin down): -5.72 / -5.97 eV
- Charge: +1
- HOMO-LUMO gap (spin up / spin down): 9.384 / 9.334 eV

Mulliken atomic charge list, values in e, 4 entries: C 0.182; C -0.466; N -0.125; N -0.107

Arrangement three

Density functional theory data (ωB97M-V with the def2-TZVPD basis set) for a molecular structure, C2H5N2.

Positions of all 9 atoms, in Å:
C1 -1.1375 -0.3198 0.0771
C2 1.6955 -0.1939 0.0586
N1 0.6530 0.4674 -0.0007
N2 -2.2691 0.0460 0.0462
H1 -0.8755 -1.3815 0.0961
H2 2.6258 0.1650 -0.3491
H3 1.5372 -1.2310 0.2129
H4 0.5149 1.4547 -0.1245
H5 -2.7442 0.9932 -0.0167

Results
- LUMO level: -4.94 eV
- Charge: +1
- HOMO-LUMO gap: 11.011 eV

Mulliken atomic charge list, values in e, 4 entries: C 0.092; C -0.060; N -0.231; N -0.193

Best to worst by energy: arrangement one, arrangement three, arrangement two.

Arrangement one

Density functional theory data (ωB97M-V with the def2-TZVPD basis set) for C7H10O2 in the gas phase.

Positions of all 19 atoms, in Å:
C1 1.2114 -0.3450 1.3359
C2 1.1202 -1.1535 -1.0397
C3 0.4097 -0.3021 0.0224
C4 0.1995 1.1388 -0.4357
H1 2.2796 -0.1845 1.1510
H2 1.0967 -1.3105 1.8382
H3 0.8738 0.4257 2.0363
H4 0.6966 -0.9925 -2.0361
H5 1.0172 -2.2186 -0.8078
H6 2.1860 -0.9096 -1.0971
H7 0.9526 1.8271 -0.0420
H8 0.1101 1.2134 -1.5234
C5 -1.0370 -0.8495 0.2811
O1 -1.7005 -1.1486 -0.8759
C6 -1.2034 1.5567 0.1385
C7 -2.1287 2.2548 0.4584
O2 -1.3651 -1.3904 1.3346
H9 -1.7970 -0.4764 -1.5692
H10 -2.9218 2.8648 0.8305

Results
- SMILES: C#CCC(C)(C)C(=O)O
- LUMO level: 0.53 eV
- Charge: 0
- HOMO-LUMO gap: 10.706 eV

Mulliken atomic charge list, values in e, 4 entries: C -1.704; C -1.695; C 1.923; C -0.829

Arrangement two

Density functional theory data (ωB97M-V with the def2-TZVPD basis set) for C7H10O2 in the gas phase.

Positions of all 19 atoms, in Å:
C1 -1.1842 -0.5671 1.0392
C2 -1.5052 -0.6902 -0.2180
C3 0.3554 1.1425 0.6943
C4 0.1879 2.4955 0.7290
C5 1.1648 0.3512 -0.1588
C6 -2.1147 -1.3568 -1.3689
C7 1.7774 -0.9125 0.3283
O1 -0.3848 0.4224 1.6348
O2 1.7740 0.8564 -1.3086
H1 -1.4556 -1.1752 1.8774
H2 -0.6201 2.9383 1.2037
H3 0.9804 3.2315 0.3123
H4 -2.9079 -0.8908 -1.8651
H5 -2.4922 -2.3279 -0.9897
H6 -1.3804 -1.6194 -2.0631
H7 2.2811 -1.3517 -0.5503
H8 1.1336 -1.6736 0.7542
H9 2.4846 -0.6371 1.0762
H10 1.9058 1.7644 -1.1268

Results
- LUMO level (spin up / spin down): 0.10 / 0.20 eV
- Charge: 0
- HOMO-LUMO gap (spin up / spin down): 8.221 / 7.403 eV

Mulliken atomic charge list, values in e, 4 entries: C -0.398; C 0.347; C 0.740; C -1.135

Best to worst by energy: arrangement one, arrangement two.